Entry from the Open Molecules 2025 dataset: C6H9I in the gas phase (ωB97M-V/def2-TZVPD).

The geometry in ORCA input format:
```
! wB97M-V def2-TZVPD RIJCOSX def2/J DEFGRID3
* xyz 0 3
C -0.2478 -1.1645 -0.3200
C 1.1917 -1.0948 -0.2830
C -0.9423 -0.3219 0.4317
C 1.7800 0.0878 -0.1716
C -2.4336 -0.2585 0.4535
C 1.2459 1.4675 -0.3316
I 3.9159 0.0827 0.0798
H -0.7300 -1.8968 -0.9524
H 1.7566 -2.0160 -0.2984
H -0.4448 0.3279 1.1348
H -2.8113 -0.4415 1.4592
H -2.8673 -0.9907 -0.2237
H -2.7710 0.7348 0.1554
H 1.8793 2.0267 -1.0220
H 1.2457 2.0063 0.6177
H 0.2331 1.4511 -0.7292
*
```

The value obtained for the total energy is -531.53205 Ha. The lowest unoccupied orbital energy (spin up / spin down) comes out at 0.586 / -2.378 eV. The relative energy (zero: lowest compared OMol25 entry of this formula, charge and spin) comes out at 0.00 kcal/mol. For the HOMO energy (spin up / spin down), the calculation gives -5.06 / -9.39 eV.